No. 1
2 unconnected molecules or ions with the total composition C3H5N2O2 at a distorted geometry. Source: the Open Molecules 2025 dataset; level of theory: ωB97M-V with the def2-TZVPD basis set.

**Total charge**: +1
**ΔE to the lowest compared entry with this formula, charge and spin**: 662.28 kJ/mol
**HOMO level**: -13.75 eV
**E**: -376.78391 hartree
**E_LUMO**: -6.561 eV

Each line ends with the Löwdin charge.
Atoms and positions in Å:
C  3.448  -0.981  -0.066  0.359
C  1.817  0.878  0.037  -0.270
C  -1.593  0.692  0.127  -0.103
N  2.903  0.033  -0.028  0.218
N  0.341  -0.187  -0.766  0.120
O  1.525  1.840  0.586  0.255
O  -0.752  0.629  -0.914  -0.201
H  3.667  -2.027  -0.103  0.149
H  -2.183  -0.277  0.309  0.130
H  -2.236  1.609  -0.269  0.163
H  -0.928  0.963  0.901  0.059
H  0.821  -0.295  -1.703  0.122

***

No. 2
A molecular structure, C50H125As3F18N6O7 at a distorted geometry. Source: the Open Molecules 2025 dataset; level of theory: ωB97M-V with the def2-TZVPD basis set.

**Total charge**: +2
**HOMO level**: -10.74 eV
**E**: -11339.70543 hartree
**E_LUMO**: -2.984 eV

Each line ends with the Löwdin charge.
Atoms and positions in Å:
C  3.341  0.522  -2.185  -0.099
C  3.685  1.090  -0.800  -0.453
O  3.729  0.021  0.098  -0.377
H  3.628  1.213  -2.960  0.057
H  2.258  0.335  -2.141  0.045
H  3.887  -0.430  -2.280  0.060
H  2.913  1.859  -0.441  0.087
H  4.658  1.661  -0.839  0.079
C  -4.649  -0.003  -3.672  -0.061
C  -4.671  0.647  -2.318  -0.136
N  -6.027  1.332  -2.018  -0.256
C  -7.218  0.544  -2.433  -0.008
C  -6.065  1.614  -0.453  -0.124
C  -6.330  0.330  0.244  -0.083
C  -6.114  2.673  -2.706  -0.072
C  -5.082  3.794  -2.365  -0.202
O  -5.453  4.834  -3.238  -0.187
C  -4.986  6.102  -2.774  -0.084
H  -5.408  -0.732  -3.676  0.056
H  -3.694  -0.531  -3.617  0.052
H  -4.705  0.683  -4.585  0.126
H  -3.928  1.322  -2.090  0.071
H  -4.631  -0.085  -1.569  0.081
H  -7.067  -0.447  -2.078  0.089
H  -7.238  0.527  -3.545  0.123
H  -8.156  0.904  -1.946  0.132
H  -6.709  2.482  -0.231  0.141
H  -5.043  2.028  -0.205  0.142
H  -6.024  0.474  1.257  0.083
H  -5.754  -0.537  -0.042  0.054
H  -7.407  0.011  0.165  0.106
H  -7.176  3.024  -2.610  0.155
H  -5.915  2.413  -3.784  0.141
H  -4.058  3.565  -2.518  0.092
H  -5.059  4.206  -1.363  0.116
H  -3.860  6.175  -2.677  0.108
H  -5.425  6.347  -1.788  0.095
H  -5.373  6.785  -3.501  0.082
C  -6.529  -4.244  1.808  -0.014
C  -6.465  -4.644  3.363  -0.161
N  -5.115  -4.739  3.925  -0.273
C  -5.246  -5.201  5.351  0.031
C  -4.152  -5.650  3.265  -0.183
C  -2.992  -6.216  4.034  -0.042
C  -4.452  -3.345  4.040  -0.072
C  -5.334  -2.231  4.506  -0.169
O  -5.524  -2.248  5.928  -0.186
C  -4.596  -1.517  6.637  -0.126
H  -6.130  -4.986  1.182  0.047
H  -5.930  -3.275  1.631  0.087
H  -7.639  -4.056  1.655  0.102
H  -6.859  -5.627  3.472  0.119
H  -7.105  -4.008  3.962  0.120
H  -5.573  -6.280  5.273  0.140
H  -6.029  -4.617  5.788  0.097
H  -4.289  -5.000  5.833  0.100
H  -3.912  -5.112  2.340  0.108
H  -4.676  -6.511  2.973  0.119
H  -2.229  -5.457  4.392  0.091
H  -2.454  -6.947  3.362  0.121
H  -3.350  -6.869  4.725  0.040
H  -4.027  -3.129  3.055  0.129
H  -3.623  -3.449  4.738  0.105
H  -6.264  -2.296  4.028  0.095
H  -4.783  -1.289  4.318  0.142
H  -4.521  -1.836  7.672  0.096
H  -4.809  -0.436  6.706  0.093
H  -3.527  -1.669  6.220  0.089
C  -1.222  -0.657  2.628  -0.036
C  0.281  -0.701  2.227  -0.119
N  1.176  0.176  3.074  -0.286
C  0.783  0.010  4.451  -0.017
C  2.528  -0.409  2.790  -0.166
C  2.835  -1.707  3.487  -0.039
C  1.106  1.554  2.643  -0.089
C  1.444  2.616  3.708  -0.218
O  2.808  2.528  3.973  -0.227
C  3.232  3.602  4.813  -0.089
H  -1.403  -1.048  3.632  0.054
H  -1.792  -1.211  1.893  0.049
H  -1.665  0.345  2.628  0.082
H  0.498  -0.293  1.216  0.144
H  0.721  -1.671  2.345  0.108
H  0.493  -0.991  4.712  0.058
H  -0.110  0.676  4.696  0.145
H  1.617  0.378  5.003  0.113
H  3.219  0.365  3.070  0.115
H  2.544  -0.460  1.672  0.100
H  3.340  -2.414  2.784  0.091
H  1.965  -2.230  3.836  0.055
H  3.316  -1.575  4.412  0.071
H  0.120  1.665  2.249  0.121
H  1.767  1.891  1.848  0.136
H  0.904  2.542  4.664  0.124
H  1.277  3.597  3.282  0.123
H  4.372  3.361  5.007  0.130
H  2.779  3.544  5.857  0.108
H  2.974  4.534  4.302  0.077
C  2.782  8.606  -0.488  -0.065
C  3.161  7.194  -0.137  -0.181
N  2.944  6.095  -1.191  -0.238
C  1.501  6.240  -1.576  0.004
C  4.015  6.470  -2.241  -0.137
C  3.875  5.749  -3.547  -0.041
C  3.222  4.741  -0.600  -0.043
C  4.253  4.584  0.577  -0.228
O  5.499  5.100  0.342  -0.193
C  6.529  4.393  1.077  -0.048
H  3.298  9.251  0.248  0.107
H  1.735  8.733  -0.222  0.083
H  2.992  8.936  -1.509  0.085
H  2.455  6.877  0.665  0.147
H  4.189  7.076  0.139  0.111
H  1.254  5.628  -2.390  0.053
H  1.222  7.237  -2.001  0.129
H  0.851  6.006  -0.737  0.113
H  4.894  6.186  -1.602  0.137
H  4.093  7.534  -2.361  0.110
H  4.307  6.285  -4.371  0.085
H  2.777  5.540  -3.747  0.103
H  4.291  4.767  -3.555  0.066
H  3.673  4.190  -1.451  0.136
H  2.314  4.240  -0.371  0.097
H  4.292  3.560  0.837  0.098
H  3.945  5.045  1.516  0.124
H  6.358  4.548  2.163  0.099
H  7.551  4.703  0.828  0.097
H  6.506  3.302  0.942  0.082
C  1.951  -3.434  -5.560  -0.033
C  0.960  -2.420  -6.239  -0.122
N  0.174  -1.632  -5.148  -0.259
C  1.049  -0.904  -4.270  -0.057
C  -0.726  -0.622  -5.891  -0.144
C  0.010  0.403  -6.762  -0.048
C  -0.785  -2.366  -4.277  -0.108
C  -1.720  -3.330  -5.028  -0.159
O  -2.655  -2.705  -5.929  -0.222
C  -4.018  -2.817  -5.465  -0.050
H  2.467  -3.965  -6.389  0.099
H  1.400  -4.165  -4.976  0.074
H  2.666  -2.830  -5.000  0.068
H  0.227  -2.784  -6.979  0.136
H  1.548  -1.760  -6.901  0.116
H  1.193  -1.387  -3.285  0.105
H  0.622  0.096  -3.968  0.118
H  2.059  -0.741  -4.734  0.125
H  -1.441  -0.184  -5.147  0.147
H  -1.344  -1.235  -6.485  0.090
H  0.764  0.000  -7.470  0.080
H  0.653  1.152  -6.206  0.097
H  -0.707  1.023  -7.253  0.075
H  -1.371  -1.642  -3.711  0.120
H  -0.200  -2.899  -3.536  0.123
H  -2.249  -4.007  -4.337  0.126
H  -1.125  -4.060  -5.642  0.136
H  -4.709  -2.391  -6.182  0.095
H  -4.111  -2.204  -4.562  0.046
H  -4.155  -3.888  -5.256  0.104
C  7.637  -0.297  -1.481  -0.051
C  7.040  -0.477  -0.143  -0.215
N  6.659  -1.869  0.209  -0.262
C  7.850  -2.733  0.190  0.006
C  6.069  -1.798  1.662  -0.140
C  6.963  -1.178  2.753  -0.042
C  5.530  -2.361  -0.715  -0.081
C  4.784  -3.638  -0.277  -0.171
O  3.573  -3.329  0.442  -0.203
C  2.549  -2.832  -0.405  -0.100
H  6.794  -0.428  -2.233  0.106
H  8.293  -1.123  -1.670  0.065
H  8.208  0.601  -1.625  0.089
H  6.078  0.077  -0.045  0.118
H  7.763  -0.238  0.646  0.121
H  8.701  -2.131  0.445  0.108
H  8.089  -3.032  -0.775  0.080
H  7.711  -3.598  0.819  0.116
H  5.822  -2.821  1.912  0.112
H  5.166  -1.212  1.482  0.100
H  6.440  -1.448  3.717  0.109
H  6.957  -0.073  2.600  0.089
H  7.927  -1.627  2.786  0.064
H  5.980  -2.486  -1.730  0.137
H  4.783  -1.481  -0.707  0.107
H  5.350  -4.269  0.438  0.128
H  4.574  -4.215  -1.214  0.132
H  2.479  -3.351  -1.391  0.097
H  2.679  -1.757  -0.480  0.044
H  1.612  -2.853  0.194  0.097
As  -2.825  -3.087  -0.725  0.823
F  -2.757  -4.216  0.621  -0.249
F  -1.482  -2.268  -0.002  -0.246
F  -2.992  -1.868  -2.092  -0.295
F  -4.173  -3.961  -1.514  -0.277
F  -3.937  -1.983  0.121  -0.281
F  -1.690  -3.968  -1.616  -0.221
As  -0.820  2.765  -1.694  0.769
F  -0.128  1.153  -1.651  -0.254
F  0.101  3.121  -0.166  -0.298
F  -1.369  4.426  -1.555  -0.270
F  -1.881  2.361  -3.023  -0.260
F  -2.182  2.284  -0.733  -0.260
F  0.405  3.324  -2.743  -0.237
As  -0.522  -3.319  6.227  0.730
F  -0.474  -3.298  7.994  -0.246
F  -1.356  -1.780  6.260  -0.271
F  -0.687  -3.301  4.447  -0.283
F  0.029  -4.873  6.054  -0.191
F  -2.200  -3.899  6.273  -0.287
F  1.024  -2.634  6.066  -0.216

***

No. 3
2 unconnected molecules or ions with the total composition C2H2F2O2 at a distorted geometry. Source: the Open Molecules 2025 dataset; level of theory: ωB97M-V with the def2-TZVPD basis set.

**ΔE to the lowest compared entry with this formula, charge and spin**: 177.04 kJ/mol
**HOMO level**: -10.10 eV
**E**: -427.55673 hartree
**E_LUMO**: 0.439 eV

Each line ends with the Löwdin charge.
Atoms and positions in Å:
C  0.183  1.192  -0.463  -0.272
C  -0.164  -0.857  -0.081  -0.262
O  -0.045  2.041  0.332  0.102
O  0.277  -0.988  1.158  0.114
F  1.040  1.443  -1.518  0.019
F  -1.472  -1.109  -0.216  0.078
H  0.466  -1.268  -0.858  0.139
H  -0.284  -0.454  1.646  0.082

***

No. 4
2 unconnected molecules or ions with the total composition C5H13N2 at a distorted geometry. Source: the Open Molecules 2025 dataset; level of theory: ωB97M-V with the def2-TZVPD basis set.

**Total charge**: +1
**ΔE to the lowest compared entry with this formula, charge and spin**: 311.72 kJ/mol
**HOMO level**: -12.80 eV
**E**: -307.50288 hartree
**E_LUMO**: -3.533 eV

Each line ends with the Löwdin charge.
Atoms and positions in Å:
C  -1.540  -0.738  0.677  -0.015
C  -1.528  -0.106  -0.679  -0.326
C  -0.632  0.442  -1.485  0.111
N  -2.915  0.000  -1.252  0.226
H  -0.518  -0.755  1.057  0.079
H  -2.178  -0.132  1.324  0.101
H  -2.002  -1.719  0.547  0.097
H  -0.935  1.072  -2.337  0.097
H  0.418  0.341  -1.315  0.050
H  -3.515  -0.264  -0.516  0.133
H  -3.094  -0.666  -2.024  0.194
H  -3.168  0.926  -1.531  0.162
C  3.027  -0.835  0.801  -0.135
C  1.947  1.220  1.329  -0.036
N  1.975  0.183  0.541  -0.112
H  2.625  -1.872  0.816  0.077
H  3.584  -0.609  1.749  0.077
H  3.799  -0.787  0.011  0.081
H  1.310  2.069  1.118  0.061
H  2.607  1.223  2.217  0.077